Record 1
This record from OMol25 describes a cluster of 2 separate species, C28H54BBrN4O5S2 in total. The level of theory is the ωB97M-V functional and the def2-TZVPD basis.

Geometry (Å):
1 C -1.07 -1.68 3.50
2 C 0.40 -1.91 2.85
3 C 0.48 -3.20 1.90
4 C 1.07 -2.75 0.48
5 N 0.06 -2.85 -0.66
6 C 0.73 -2.16 -1.80
7 C 0.18 -2.59 -3.25
8 C 0.95 -1.74 -4.37
9 C 0.03 -0.79 -5.26
10 C -0.35 0.64 -4.65
11 B 0.01 1.84 -5.74
12 O 0.05 1.67 -7.16
13 O 0.36 3.14 -5.21
14 C -0.81 3.97 -4.98
15 C -1.08 4.19 -3.40
16 C 0.49 1.05 -3.33
17 O 1.75 1.24 -3.40
18 O -0.09 1.28 -2.10
19 N -1.80 0.84 -4.31
20 Br -2.89 1.02 -5.82
21 C -2.37 -0.28 -3.52
22 C -3.79 0.05 -2.84
23 C -4.00 0.76 -1.43
24 N -4.87 -0.33 -3.50
25 C -1.18 -2.18 -0.23
26 S -1.34 -0.58 0.22
27 S -2.73 -3.22 -0.16
28 C -2.95 -4.08 -1.78
29 C -4.38 -4.81 -1.80
30 C -5.53 -3.76 -2.23
31 H -1.02 -1.84 4.63
32 H -1.46 -0.64 3.26
33 H -1.76 -2.45 3.02
34 H 0.64 -0.94 2.29
35 H 1.20 -1.98 3.68
36 H -0.48 -3.81 1.85
37 H 1.27 -3.90 2.37
38 H 1.44 -1.66 0.46
39 H 1.96 -3.40 0.19
40 H 0.76 -1.03 -1.63
41 H 1.83 -2.51 -1.78
42 H -0.95 -2.60 -3.33
43 H 0.50 -3.69 -3.37
44 H 1.40 -2.51 -5.10
45 H 1.84 -1.23 -3.87
46 H 0.58 -0.67 -6.27
47 H -0.91 -1.41 -5.54
48 H 0.95 1.36 -7.41
49 H -1.74 3.67 -5.56
50 H -0.52 5.02 -5.37
51 H -1.56 3.28 -2.91
52 H -0.12 4.48 -2.84
53 H -1.81 5.07 -3.23
54 H -1.68 -0.60 -2.66
55 H -2.54 -1.24 -4.13
56 H -4.97 1.34 -1.48
57 H -4.17 -0.09 -0.67
58 H -3.10 1.35 -1.06
59 H -5.72 -0.07 -2.97
60 H -2.07 -4.80 -1.91
61 H -2.97 -3.27 -2.59
62 H -4.33 -5.62 -2.60
63 H -4.59 -5.29 -0.78
64 H -5.35 -3.46 -3.33
65 H -5.53 -2.82 -1.57
66 H -6.58 -4.23 -2.18
67 C 1.46 2.12 6.30
68 C 2.50 1.18 5.64
69 C 3.92 1.48 6.19
70 C 4.57 2.73 5.61
71 C 4.51 2.71 4.08
72 C 3.08 2.51 3.55
73 N 2.41 1.32 4.15
74 O 2.95 0.24 3.61
75 C 2.25 3.80 3.82
76 C 3.13 2.44 2.00
77 C 2.11 -0.24 6.14
78 H 0.64 2.35 5.61
79 H 0.98 1.66 7.17
80 H 1.89 3.06 6.65
81 H 4.58 0.62 5.98
82 H 3.88 1.57 7.28
83 H 4.10 3.63 6.00
84 H 5.62 2.77 5.93
85 H 4.93 3.65 3.70
86 H 5.17 1.92 3.71
87 H 1.21 3.67 3.51
88 H 2.66 4.64 3.26
89 H 2.26 4.11 4.86
90 H 3.77 1.63 1.64
91 H 3.52 3.36 1.58
92 H 2.12 2.29 1.59
93 H 1.12 -0.53 5.77
94 H 2.07 -0.26 7.23
95 H 2.83 -1.00 5.84

Molecular weight   681.61 Da
Calculated total energy   -5089.3565 hartree

Record 2
This record from OMol25 describes a structure of composition C15H41AlIO13S4. The level of theory is the ωB97M-V functional and the def2-TZVPD basis.

Geometry (Å):
1 C 2.65 -2.89 -0.95
2 C 1.60 -1.82 -1.25
3 I 0.48 -1.40 0.60
4 C 0.62 -2.26 -2.32
5 Al -1.03 -3.34 -1.76
6 O -2.44 -2.28 -1.44
7 H 3.62 -2.46 -0.69
8 H 2.32 -3.54 -0.15
9 H 2.76 -3.51 -1.84
10 H 2.04 -0.86 -1.47
11 H 0.24 -1.37 -2.83
12 H 1.16 -2.85 -3.06
13 H -1.44 -4.26 -3.07
14 H -0.73 -4.34 -0.53
15 H -2.17 -1.39 -1.23
16 O 4.52 -2.50 1.68
17 S 5.44 -2.30 2.75
18 O 5.45 -3.21 3.85
19 O 5.31 -0.82 3.28
20 C 3.97 -0.35 3.61
21 C 3.49 -0.88 4.94
22 C 7.08 -2.16 2.11
23 H 3.28 -0.60 2.81
24 H 4.08 0.73 3.64
25 H 3.30 -1.95 4.90
26 H 2.55 -0.38 5.21
27 H 4.22 -0.69 5.73
28 H 7.07 -1.44 1.30
29 H 7.36 -3.14 1.75
30 H 7.74 -1.84 2.92
31 O -0.98 -6.11 4.74
32 S -0.37 -6.38 3.47
33 O -0.44 -5.42 2.43
34 O -0.91 -7.77 2.94
35 C -2.35 -7.89 2.81
36 C -2.88 -7.21 1.56
37 C 1.30 -6.87 3.71
38 H -2.82 -7.51 3.72
39 H -2.53 -8.97 2.77
40 H -2.77 -6.13 1.62
41 H -3.94 -7.44 1.44
42 H -2.34 -7.54 0.68
43 H 1.34 -7.63 4.48
44 H 1.84 -5.97 4.03
45 H 1.69 -7.23 2.76
46 O -1.85 3.11 -4.64
47 S -2.80 3.06 -3.57
48 O -2.47 2.36 -2.37
49 O -4.18 2.52 -4.14
50 C -4.15 1.28 -4.90
51 C -4.12 0.04 -4.04
52 C -3.34 4.68 -3.17
53 H -3.32 1.32 -5.60
54 H -5.07 1.33 -5.48
55 H -3.18 -0.07 -3.50
56 H -4.26 -0.84 -4.66
57 H -4.92 0.07 -3.30
58 H -3.62 5.19 -4.08
59 H -2.50 5.18 -2.69
60 H -4.18 4.61 -2.48
61 O -1.40 9.45 -2.76
62 S -0.69 8.52 -1.94
63 O -1.20 7.20 -1.77
64 O -0.46 9.18 -0.51
65 C -1.62 9.73 0.16
66 C -2.48 8.67 0.80
67 C 0.99 8.43 -2.43
68 H -2.17 10.34 -0.56
69 H -1.19 10.40 0.90
70 H -2.97 8.05 0.05
71 H -3.25 9.15 1.40
72 H -1.89 8.03 1.44
73 H 1.38 9.44 -2.52
74 H 1.00 7.93 -3.39
75 H 1.54 7.85 -1.69

Molecular weight   711.63 Da
Net charge   -1
Calculated total energy   -3707.1428 hartree

Record 3
This record from OMol25 describes a cluster of 3 separate species, C6H14N2O2 in total. The level of theory is the ωB97M-V functional and the def2-TZVPD basis.

Geometry (Å):
1 C -2.16 -2.46 1.96
2 C -0.99 -2.34 2.95
3 C 1.50 -2.20 2.99
4 C -0.34 2.47 -0.82
5 C 0.09 1.72 -2.06
6 C 0.95 2.35 -4.24
7 H -2.05 -3.72 1.55
8 H -2.00 -1.92 0.98
9 H -3.19 -2.09 2.31
10 H 0.58 -1.65 1.40
11 H 1.50 -2.70 3.96
12 H 2.54 -2.54 2.40
13 H 1.84 -1.18 3.06
14 H -0.05 3.47 -0.77
15 H 0.02 2.04 0.12
16 H -1.42 2.29 -0.68
17 H 0.68 3.78 -2.35
18 H 1.04 1.18 -4.17
19 H 0.35 2.48 -5.24
20 H 1.85 2.89 -4.38
21 N 0.21 -2.15 2.35
22 N 0.15 2.62 -3.11
23 O -1.19 -2.84 4.05
24 O 0.08 0.49 -2.24

Energy relative to the best compared isomer or geometry (same formula, charge and spin)   141.00 kcal per mole
Molecular weight   146.19 Da

Record 4
This record from OMol25 describes a cluster of 2 separate species, CH7FN3P in total. The level of theory is the ωB97M-V functional and the def2-TZVPD basis.

Geometry (Å):
1 C -1.22 1.05 1.04
2 N 0.05 -1.07 -2.02
3 N 1.88 -0.27 -0.13
4 N -0.62 0.94 -0.34
5 F -0.07 -1.49 1.31
6 P 0.32 -0.39 -0.64
7 H -0.43 1.14 1.71
8 H -1.93 1.89 0.85
9 H -1.88 0.21 1.24
10 H 0.70 -1.85 -2.02
11 H 2.30 -0.73 -0.88
12 H 2.30 -0.25 0.87
13 H -1.40 0.83 -1.00

Energy relative to the best compared isomer or geometry (same formula, charge and spin)   41.24 kcal per mole
Molecular weight   111.06 Da

Record 5
This record from OMol25 describes the molecule C2H6NO2P. The level of theory is the ωB97M-V functional and the def2-TZVPD basis.

Geometry (Å):
1 C -1.37 -0.65 1.44
2 C 1.42 0.50 -1.33
3 N 0.45 -0.22 -0.50
4 O 0.52 -1.46 -0.54
5 O -0.77 1.90 0.46
6 P -0.98 0.48 0.03
7 H -2.37 -1.07 1.23
8 H -0.56 -1.33 1.14
9 H -1.31 -0.14 2.46
10 H 2.44 0.25 -0.99
11 H 1.47 0.27 -2.35
12 H 1.04 1.49 -1.04

Energy relative to the best compared isomer or geometry (same formula, charge and spin)   84.16 kcal per mole
Molecular weight   107.05 Da

Record 6
This record from OMol25 describes a structure of composition C15H29N7O11PmS2. The level of theory is the ωB97M-V functional and the def2-TZVPD basis.

Geometry (Å):
1 Pm 0.53 -1.01 0.82
2 O -0.96 0.56 -2.83
3 C -1.86 1.64 -2.71
4 C -2.95 1.38 -1.67
5 N -2.39 1.12 -0.37
6 C -2.92 0.05 0.44
7 C -1.89 -1.09 0.47
8 O -1.77 -1.82 1.48
9 O -1.15 -1.21 -0.55
10 C -1.76 2.23 0.30
11 C -0.24 2.36 0.03
12 O 0.19 3.54 0.06
13 O 0.43 1.32 -0.20
14 H -0.93 0.13 -1.95
15 H -2.32 1.80 -3.69
16 H -1.31 2.56 -2.45
17 H -3.50 0.49 -2.00
18 H -3.65 2.24 -1.66
19 H -3.85 -0.34 0.02
20 H -3.09 0.37 1.47
21 H -1.83 2.09 1.38
22 H -2.24 3.18 0.04
23 N 1.62 -1.24 -1.54
24 C 2.83 -0.51 -1.14
25 C 3.88 -0.48 -2.29
26 C 5.14 0.42 -2.13
27 C 4.89 1.90 -1.81
28 N 4.68 2.20 -0.41
29 C 3.91 3.23 -0.04
30 N 3.60 3.41 1.24
31 N 3.53 4.18 -0.91
32 C 3.40 -1.19 0.17
33 O 4.49 -0.78 0.59
34 O 2.69 -2.12 0.63
35 H 1.84 -2.21 -1.76
36 H 1.18 -0.81 -2.34
37 H 2.51 0.50 -0.89
38 H 3.36 -0.15 -3.19
39 H 4.22 -1.51 -2.44
40 H 5.68 0.38 -3.08
41 H 5.77 -0.01 -1.35
42 H 4.01 2.22 -2.39
43 H 5.76 2.47 -2.14
44 H 4.81 1.42 0.25
45 H 3.34 2.55 1.78
46 H 2.93 4.15 1.39
47 H 3.78 4.06 -1.87
48 H 2.52 4.45 -0.73
49 O 0.85 -1.48 3.07
50 S 0.99 0.01 3.07
51 O 1.33 0.59 4.34
52 O 2.05 0.25 2.01
53 O -0.27 0.52 2.47
54 S 0.24 -3.98 0.03
55 C 0.55 -4.06 1.68
56 N -0.41 -4.16 2.63
57 C 0.21 -4.13 3.96
58 C 1.72 -4.26 3.66
59 N 1.77 -4.29 2.20
60 H -1.24 -3.60 2.47
61 H -0.17 -4.95 4.57
62 H 0.01 -3.18 4.44
63 H 2.14 -5.19 4.05
64 H 2.27 -3.41 4.06
65 H 2.55 -3.88 1.69

Energy relative to the best compared isomer or geometry (same formula, charge and spin)   51.26 kcal per mole
Molecular weight   692.57 Da
Multiplicity   5
Net charge   -1

Record 7
This record from OMol25 describes the ion C14H20F3N2O3 with charge +1. The level of theory is the ωB97M-V functional and the def2-TZVPD basis.

Geometry (Å):
1 C 4.64 -1.94 -0.83
2 C 4.74 -0.73 -1.75
3 O 4.15 0.45 -1.21
4 C 4.84 1.07 -0.13
5 C 4.04 0.97 1.18
6 C 2.69 1.67 1.04
7 N 1.88 0.97 0.01
8 C 1.07 -0.17 0.46
9 C -0.40 0.24 0.17
10 O -0.56 1.33 -0.36
11 N -1.32 -0.65 0.53
12 C -2.73 -0.55 0.38
13 C -3.35 0.55 -0.19
14 C -4.73 0.58 -0.31
15 C -5.49 -0.49 0.15
16 O -6.87 -0.56 0.09
17 C -7.58 0.43 -0.43
18 F -7.29 0.68 -1.72
19 F -7.43 1.60 0.21
20 F -8.86 0.11 -0.37
21 C -4.86 -1.59 0.72
22 C -3.49 -1.62 0.84
23 H 3.60 -2.17 -0.60
24 H 5.19 -1.78 0.09
25 H 5.07 -2.80 -1.34
26 H 4.19 -0.91 -2.68
27 H 5.79 -0.53 -2.00
28 H 4.98 2.12 -0.40
29 H 5.83 0.62 0.00
30 H 3.90 -0.07 1.45
31 H 4.61 1.46 1.97
32 H 2.85 2.70 0.70
33 H 2.15 1.70 1.98
34 H 1.12 1.61 -0.38
35 H 2.57 0.71 -0.73
36 H 1.21 -0.35 1.53
37 H 1.32 -1.08 -0.09
38 H -1.02 -1.51 0.96
39 H -2.77 1.38 -0.55
40 H -5.19 1.45 -0.75
41 H -5.47 -2.41 1.07
42 H -3.01 -2.48 1.28

Energy relative to the best compared isomer or geometry (same formula, charge and spin)   3.05 kcal per mole
Molecular weight   321.32 Da
Net charge   +1

Record 8
This record from OMol25 describes a cluster of 2 separate species, C5H10N2O in total. The level of theory is the ωB97M-V functional and the def2-TZVPD basis.

Geometry (Å):
1 H 1.20 1.37 2.08
2 N 1.19 1.76 1.12
3 C 1.18 0.89 0.21
4 C 1.28 -0.59 0.38
5 C 1.22 -1.44 -0.81
6 C 0.67 -1.12 -1.97
7 N 1.47 -1.16 1.49
8 H 1.51 -0.53 2.30
9 H 1.17 1.27 -0.81
10 H 1.61 -2.44 -0.64
11 H 0.63 -1.83 -2.78
12 H 0.22 -0.16 -2.15
13 C -2.32 0.94 0.05
14 O -1.49 0.17 0.89
15 H -2.61 0.39 -0.85
16 H -3.22 1.27 0.56
17 H -1.73 1.81 -0.24
18 H -1.98 -0.60 1.18

Energy relative to the best compared isomer or geometry (same formula, charge and spin)   59.84 kcal per mole
Molecular weight   114.15 Da

Record 9
This record from OMol25 describes a cluster of 2 separate species, C2H10NO in total. The level of theory is the ωB97M-V functional and the def2-TZVPD basis.

Geometry (Å):
1 C 1.63 -1.41 -0.37
2 C 0.88 -0.07 -0.05
3 N -0.60 -0.29 -0.17
4 H 2.61 -1.11 -0.73
5 H 1.73 -2.00 0.54
6 H 1.07 -1.78 -1.23
7 H 1.05 0.21 0.99
8 H 1.14 0.74 -0.71
9 H -0.97 -0.73 -1.01
10 H -0.97 0.71 -0.01
11 H -1.03 -0.68 0.67
12 H -2.77 1.78 1.04
13 H -1.91 2.75 0.31
14 O -1.87 1.89 0.72

Energy relative to the best compared isomer or geometry (same formula, charge and spin)   9.92 kcal per mole
Molecular weight   64.11 Da
Net charge   +1

Record 10
This record from OMol25 describes a cluster of 2 separate species, C3H5NO in total. The level of theory is the ωB97M-V functional and the def2-TZVPD basis.

Geometry (Å):
1 C 1.05 -1.26 -0.77
2 C 1.10 -0.65 0.39
3 N 1.22 -0.10 1.48
4 H 1.28 -0.72 -1.67
5 H 0.72 -2.29 -0.82
6 H 0.36 0.35 1.81
7 C -1.43 1.17 -0.10
8 O -1.48 0.71 -1.21
9 H -1.99 0.72 0.74
10 H -0.83 2.07 0.14

Energy relative to the best compared isomer or geometry (same formula, charge and spin)   55.64 kcal per mole
Molecular weight   71.08 Da

Record 11
This record from OMol25 describes a structure of composition C21H25ClN5O4PS3Zn. The level of theory is the ωB97M-V functional and the def2-TZVPD basis.

Geometry (Å):
1 Zn 0.11 -0.20 0.37
2 C 2.09 5.33 0.28
3 C 1.33 4.46 -0.72
4 O 1.28 3.14 -0.19
5 P 0.23 2.02 -0.70
6 S 2.38 -0.87 0.52
7 S -1.48 2.90 -1.20
8 O 0.99 1.63 -2.12
9 C 0.41 0.60 -2.87
10 C 1.41 0.15 -3.92
11 H 2.40 6.26 -0.19
12 H 2.97 4.78 0.62
13 H 1.46 5.54 1.14
14 H 1.84 4.44 -1.69
15 H 0.30 4.83 -0.87
16 H -0.52 0.96 -3.32
17 H 0.16 -0.26 -2.21
18 H 1.72 0.99 -4.52
19 H 0.96 -0.60 -4.57
20 H 2.28 -0.28 -3.43
21 N -5.45 -1.21 -3.00
22 C -4.89 -0.79 -2.09
23 C -4.21 -0.31 -0.96
24 C -4.91 0.09 0.19
25 C -4.18 0.54 1.27
26 C -2.80 0.57 1.19
27 N -2.14 0.19 0.10
28 C -2.82 -0.23 -0.94
29 H -5.99 0.04 0.21
30 H -4.68 0.86 2.17
31 H -2.18 0.91 2.01
32 H -2.24 -0.53 -1.81
33 C -2.52 -5.25 -2.29
34 C -1.05 -5.06 -1.91
35 C -0.93 -4.12 -0.77
36 N -0.90 -2.85 -0.88
37 N -0.82 -2.19 0.28
38 C -0.81 -2.96 1.34
39 N -0.83 -2.51 2.58
40 S -0.86 -4.67 0.91
41 H -2.60 -5.94 -3.13
42 H -2.97 -4.30 -2.58
43 H -3.08 -5.65 -1.45
44 H -0.50 -4.63 -2.75
45 H -0.61 -6.02 -1.64
46 H -0.59 -1.50 2.69
47 H -0.56 -3.14 3.33
48 Cl 6.48 2.13 1.93
49 C 4.86 1.58 2.25
50 C 4.07 1.17 1.22
51 C 2.69 0.74 1.45
52 C 2.27 0.72 2.87
53 C 3.13 1.12 3.85
54 C 4.42 1.56 3.58
55 C 0.91 0.24 3.27
56 O 0.65 0.05 4.45
57 O 0.04 0.00 2.34
58 H 4.42 1.15 0.20
59 H 2.02 1.40 0.87
60 H 2.78 1.07 4.87
61 H 5.09 1.89 4.37

Energy relative to the best compared isomer or geometry (same formula, charge and spin)   50.97 kcal per mole
Molecular weight   639.48 Da
Multiplicity   2
Net charge   -1

Record 12
This record from OMol25 describes the ion C6H12N3 with charge +1. The level of theory is the ωB97M-V functional and the def2-TZVPD basis.

Geometry (Å):
1 C 2.09 0.38 1.27
2 C -0.14 -0.09 -1.47
3 C 0.06 1.41 -1.31
4 C -1.22 -0.67 -0.56
5 C 0.79 1.89 -0.10
6 C -0.21 -0.23 1.70
7 N 1.78 1.35 0.50
8 N 1.18 -0.38 1.91
9 N -0.66 -1.26 0.69
10 H 3.14 0.22 1.47
11 H -0.45 -0.26 -2.51
12 H 0.80 -0.61 -1.33
13 H 0.65 1.78 -2.16
14 H -0.90 1.93 -1.35
15 H -1.93 0.10 -0.26
16 H -1.77 -1.46 -1.09
17 H 0.67 2.95 0.11
18 H -0.76 -0.38 2.62
19 H 1.53 -0.77 2.78
20 H -1.39 -1.85 1.10
21 H 0.13 -1.86 0.44

Energy relative to the best compared isomer or geometry (same formula, charge and spin)   79.92 kcal per mole
Molecular weight   126.18 Da
Net charge   +1

Record 13
This record from OMol25 describes a structure of composition C12H24F3N3O4STlV. The level of theory is the ωB97M-V functional and the def2-TZVPD basis.

Geometry (Å):
1 N -2.24 -0.62 0.98
2 C -3.17 -1.34 1.26
3 O -4.09 -2.05 1.52
4 Tl -1.27 2.91 1.92
5 V -0.41 -0.16 0.53
6 N -0.07 1.59 -0.11
7 N 0.47 -1.54 -0.29
8 C -0.67 2.33 -1.24
9 C -0.09 -2.57 -1.18
10 C -0.47 3.83 -1.08
11 C -0.04 1.92 -2.58
12 C -2.16 2.00 -1.28
13 C -0.72 -3.67 -0.32
14 C 0.94 -3.22 -2.10
15 C -1.18 -1.92 -2.02
16 H -0.81 4.23 -0.11
17 H -1.06 4.36 -1.84
18 H 0.58 4.11 -1.20
19 H 1.03 2.18 -2.62
20 H -0.54 2.47 -3.38
21 H -0.15 0.85 -2.78
22 H -2.34 0.92 -1.39
23 H -2.60 2.53 -2.14
24 H -2.69 2.35 -0.38
25 H 0.04 -4.14 0.31
26 H -1.15 -4.43 -0.98
27 H -1.51 -3.26 0.32
28 H 1.67 -3.82 -1.55
29 H 1.47 -2.49 -2.71
30 H 0.42 -3.90 -2.78
31 H -1.63 -2.69 -2.67
32 H -0.77 -1.14 -2.66
33 H -1.97 -1.50 -1.39
34 C 1.35 1.88 0.12
35 H 1.80 1.07 0.72
36 H 1.90 1.96 -0.82
37 H 1.51 2.81 0.68
38 C 1.76 -1.87 0.33
39 H 1.88 -1.33 1.27
40 H 1.82 -2.94 0.55
41 H 2.60 -1.62 -0.33
42 F 2.54 1.00 5.77
43 C 2.41 0.63 4.48
44 F 3.22 1.40 3.71
45 F 2.81 -0.65 4.35
46 S 0.63 0.85 3.90
47 O -0.22 0.74 5.06
48 O 0.70 2.20 3.30
49 O 0.46 -0.21 2.89

Energy relative to the best compared isomer or geometry (same formula, charge and spin)   17.70 kcal per mole
Molecular weight   618.73 Da
Net charge   +2

In eV/Å, the strongest force on any atom values for the records above are, in order, 8.01; 0.75; 7.20; 3.86; 3.49; 3.71; 1.58; 0.80; 2.68; 0.64; 1.29; 0.62; 5.10.